Model 1:
Computed, not measured: a 2-piece molecular cluster, C2H7N2O overall, with ωB97M-V with the def2-TZVPD basis set.

Computed properties:
Net charge = -1
Frontier orbital gap = 6.5385 eV

Each atom is followed by the atoms it is bonded to, with distances in Å.
CARTESIAN COORDINATES (ANGSTROEM)
1 O 0.98437 1.53725 -0.17125  C4 1.446, H7 1.004
2 N -0.59640 -0.97907 2.23244  C5 1.318, H9 1.035
3 N -1.72916 -0.57736 0.21663  C5 1.493, H11 1.103, H12 1.084
4 C 1.21528 0.63480 -1.27763  O1 1.446, H6 1.091, H8 1.097, H10 1.057
5 C -0.68027 -0.16786 1.19651  N2 1.318, N3 1.493
6 H 0.78525 1.01166 -2.20670  C4 1.091
7 H 0.35171 1.17773 0.52024  O1 1.004
8 H 0.77025 -0.35464 -1.11724  C4 1.097
9 H 0.29749 -0.87067 2.74320  N2 1.035
10 H 2.24166 0.59285 -1.52578  C4 1.057
11 H -2.23516 -1.55678 0.19929  N3 1.103
12 H -1.40502 -0.44791 -0.80971  N3 1.084

=====

Model 2:
Computed, not measured: a 2-piece molecular cluster, C2H7N2O overall, with ωB97M-V with the def2-TZVPD basis set.

Computed properties:
Net charge = -1
Frontier orbital gap = 7.6386 eV

Each atom is followed by the atoms it is bonded to, with distances in Å.
CARTESIAN COORDINATES (ANGSTROEM)
1 O -0.87074 -0.65606 0.53258  C4 1.369
2 N 1.67223 0.50811 -0.25356  C5 1.301, H9 1.019
3 N -0.37504 1.57313 -0.54421  C5 1.441, H7 1.014, H10 1.009
4 C -0.84265 -1.93487 0.04402  O1 1.369, H6 1.113, H8 1.103, H12 1.113
5 C 0.52994 0.81872 0.28533  N2 1.301, N3 1.441, H11 1.088
6 H -0.75709 -1.96461 -1.06524  C4 1.113
7 H 0.08336 1.83547 -1.40923  N3 1.014
8 H -1.75357 -2.50370 0.29691  C4 1.103
9 H 2.35658 0.32726 0.47970  N2 1.019
10 H -1.21265 1.03240 -0.69715  N3 1.009
11 H 0.36198 1.09413 1.32440  C5 1.088
12 H 0.01924 -2.54236 0.39947  C4 1.113

=====

Pick model 2: it beats the second-best structure by 14.5 kcal/mol.

=====

Model 1:
Computed, not measured: a 2-piece molecular cluster, C4H13N2O overall, with ωB97M-V with the def2-TZVPD basis set.

Computed properties:
2S+1 = 2
Net charge = 0
Frontier orbital gap (spin up / spin down) = 4.6740 / 8.8257 eV

Each atom is followed by the atoms it is bonded to, with distances in Å.
CARTESIAN COORDINATES (ANGSTROEM)
1 O 2.10189 -0.05882 -1.69266  H11 0.972, H14 0.974
2 N -0.35957 0.65091 -2.95625  C5 1.386, H12 1.001, H16 1.000
3 N -0.57876 0.50065 -0.53384  C5 1.387, C6 1.437, H20 1.002
4 C 0.22695 0.07459 2.77668  C7 1.516, H10 1.095, H15 1.085, H19 1.072
5 C -0.89377 0.07324 -1.81469  N2 1.386, N3 1.387, H9 1.071
6 C -1.21916 -0.07281 0.61802  N3 1.437, C7 1.545, H13 1.082, H18 1.099
7 C -0.23824 -0.75573 1.59726  C4 1.516, C6 1.545, H8 1.094, H17 1.077
8 H -0.79215 -1.63929 1.92876  C7 1.094
9 H -1.74238 -0.57501 -1.88994  C5 1.071
10 H -0.53040 0.05327 3.56744  C4 1.095
11 H 2.85655 -0.64630 -1.86511  O1 0.972
12 H 0.47692 1.20110 -2.93914  N2 1.001
13 H -1.95213 -0.80000 0.29601  C6 1.082
14 H 2.54257 0.47992 -1.01193  O1 0.974
15 H 1.09539 -0.35817 3.26310  C4 1.085
16 H -0.49932 0.15376 -3.81261  N2 1.000
17 H 0.61396 -1.13560 1.05833  C7 1.077
18 H -1.76718 0.69841 1.17801  C6 1.099
19 H 0.42029 1.10905 2.56988  C4 1.072
20 H 0.23854 1.04684 -0.33732  N3 1.002

=====

Model 2:
Computed, not measured: a 2-piece molecular cluster, C4H13N2O overall, with ωB97M-V with the def2-TZVPD basis set.

Computed properties:
2S+1 = 2
Net charge = 0
Frontier orbital gap (spin up / spin down) = 3.6068 / 11.0444 eV

Each atom is followed by the atoms it is bonded to, with distances in Å.
CARTESIAN COORDINATES (ANGSTROEM)
1 O 1.70529 0.60565 0.64118  C5 1.240
2 N 2.74704 -0.33119 2.37958  C5 1.340, H9 1.004, H13 1.010
3 N -0.40168 0.77716 -1.02072  C4 1.510, H10 1.019, H14 1.072, H20 1.062
4 C -1.83562 0.46711 -0.66419  N3 1.510, C6 1.535, H15 1.097, H19 1.088
5 C 1.99394 -0.42087 1.27494  O1 1.240, N2 1.340, C7 1.501
6 C -2.71299 1.14350 -1.72682  C4 1.535, H11 1.100, H17 1.082, H18 1.103
7 C 1.48925 -1.75348 0.80407  C5 1.501, H8 1.114, H12 1.098, H16 1.085
8 H 1.75768 -2.63020 1.43677  C7 1.114
9 H 3.03031 0.51805 2.83331  N2 1.004
10 H -0.31539 1.65718 -1.52737  N3 1.019
11 H -2.48185 2.19267 -1.96418  C6 1.100
12 H 0.39234 -1.72335 0.78117  C7 1.098
13 H 2.85858 -1.17766 2.92002  N2 1.010
14 H 0.08043 -0.01789 -1.55396  N3 1.072
15 H -1.85170 -0.62941 -0.66628  C4 1.097
16 H 1.86281 -2.10083 -0.15362  C7 1.085
17 H -3.70604 1.21308 -1.30314  C6 1.082
18 H -2.69247 0.55091 -2.65685  C6 1.103
19 H -2.11390 0.86938 0.30762  C4 1.088
20 H 0.19397 0.79018 -0.14154  N3 1.062

=====

Pick model 1: it beats the second-best structure by 11.3 kcal/mol.

=====

Model 1:
Computed, not measured: a 2-piece molecular cluster, C4H13N2O overall, with ωB97M-V with the def2-TZVPD basis set.

Computed properties:
2S+1 = 2
Net charge = 0
Frontier orbital gap (spin up / spin down) = 3.6919 / 7.9997 eV

Each atom is followed by the atoms it is bonded to, with distances in Å.
CARTESIAN COORDINATES (ANGSTROEM)
1 O 0.31076 1.03819 3.26460  H12 1.012, H20 0.950
2 N -0.62881 0.93904 0.56533  C5 1.490, H9 1.012, H15 1.071, H19 1.030
3 N 1.71260 0.19838 0.87725  C7 1.420, H11 1.021, H18 1.012
4 C -0.49307 -0.78899 -2.85471  C6 1.526, H10 1.144, H13 1.169, H16 1.067
5 C -0.38565 -0.21993 -0.33871  N2 1.490, C6 1.494, C7 1.389
6 C -1.20943 -0.62656 -1.51746  C4 1.526, C5 1.494, H14 1.126, H17 1.126
7 C 0.88036 -0.62002 0.06869  N3 1.420, C5 1.389, H8 1.139
8 H 1.34530 -1.62731 -0.18764  C7 1.139
9 H 0.24869 1.39887 0.77383  N2 1.012
10 H -1.30022 -0.68222 -3.65873  C4 1.144
11 H 1.71270 -0.17775 1.82632  N3 1.021
12 H -0.16833 0.89968 4.14522  O1 1.012
13 H 0.17185 -1.74525 -2.95526  C4 1.169
14 H -1.56476 -1.65097 -1.21351  C6 1.126
15 H -0.86576 0.40138 1.46103  N2 1.071
16 H 0.17502 0.03997 -2.92328  C4 1.067
17 H -2.03819 0.10456 -1.73435  C6 1.126
18 H 2.60423 0.09919 0.40883  N3 1.012
19 H -1.51634 1.43226 0.39153  N2 1.030
20 H 1.00904 1.58749 3.60101  O1 0.950

=====

Model 2:
Computed, not measured: a 2-piece molecular cluster, C4H13N2O overall, with ωB97M-V with the def2-TZVPD basis set.

Computed properties:
2S+1 = 2
Net charge = 0
Frontier orbital gap (spin up / spin down) = 3.5912 / 11.1066 eV

Each atom is followed by the atoms it is bonded to, with distances in Å.
CARTESIAN COORDINATES (ANGSTROEM)
1 O -0.19111 -1.25611 0.48282  C5 1.233
2 N 1.25901 -1.43066 2.20015  C5 1.367, H11 0.998, H13 1.018
3 N -0.11762 0.92994 -1.17325  C7 1.497, H10 1.038, H17 1.065, H19 1.036
4 C -1.92696 2.64982 -0.89158  C7 1.527, H15 1.099, H18 1.090, H20 1.096
5 C 0.81328 -1.78922 0.95834  O1 1.233, N2 1.367, C6 1.503
6 C 1.64147 -2.73857 0.13883  C5 1.503, H8 1.089, H9 1.089, H14 1.086
7 C -0.96508 1.68718 -0.19960  N3 1.497, C4 1.527, H12 1.083, H16 1.087
8 H 0.95507 -3.54474 -0.11586  C6 1.089
9 H 1.94499 -2.30352 -0.81240  C6 1.089
10 H 0.67494 1.49323 -1.53584  N3 1.038
11 H 0.56891 -0.92802 2.71789  N2 0.998
12 H -0.37223 2.26682 0.49765  C7 1.083
13 H 1.83413 -2.11633 2.68432  N2 1.018
14 H 2.39532 -3.19556 0.77233  C6 1.086
15 H -2.31256 2.22154 -1.82702  C4 1.099
16 H -1.52039 0.93345 0.35319  C7 1.087
17 H 0.20677 0.05317 -0.66335  N3 1.065
18 H -2.80972 2.98502 -0.34792  C4 1.090
19 H -0.70843 0.57729 -1.94726  N3 1.036
20 H -1.36980 3.50527 -1.29147  C4 1.096

=====

Pick model 2: it beats the second-best structure by 55.9 kcal/mol.